ORCA calculation (ωB97M-V/def2-TZVPD) on one molecule with the formula C4H4FN in a non-equilibrium geometry.

Results
M = 85.1 g/mol
energy relative to the best compared isomer or geometry (same formula, charge and spin) = 2.384 eV
total charge = 0
spin multiplicity = 1
HOMO = -10.5 eV
LUMO energy = 0.586 eV

Element x y z (Å)
1 C 0.406 0.445 -0.275
2 C 0.643 0.229 -1.604
3 C 0.015 -0.699 0.689
4 C -0.963 0.201 1.686
5 H 0.829 1.047 -2.313
6 H 0.314 -0.729 -2.239
7 H 0.868 -1.266 1.148
8 H -0.591 -1.542 0.209
9 N -1.894 0.741 2.150
10 F 0.373 1.572 0.548

ORCA calculation (ωB97M-V/def2-TZVPD) on one molecule with the formula C4H4FN in a non-equilibrium geometry.

Results
M = 85.1 g/mol
energy relative to the best compared isomer or geometry (same formula, charge and spin) = 0.267 eV
total charge = 0
spin multiplicity = 1
HOMO = -8.2 eV
LUMO energy = 1.004 eV

Element x y z (Å)
1 C 0.149 -0.049 1.133
2 C 1.087 -0.466 0.204
3 C 0.523 -0.162 -1.095
4 C -0.771 0.335 -0.879
5 H 2.040 -1.030 0.207
6 H 1.008 -0.332 -2.007
7 H -1.542 0.676 -1.526
8 H -1.749 0.641 1.045
9 N -0.927 0.374 0.506
10 F 0.181 0.011 2.413

ORCA calculation (ωB97M-V/def2-TZVPD) on a 3-piece molecular cluster, C4H4FN2O6 overall in a non-equilibrium geometry.

Results
M = 195.1 g/mol
energy relative to the best compared isomer or geometry (same formula, charge and spin) = 2.968 eV
total charge = -1
spin multiplicity = 1
HOMO (alpha / beta) = -4.5 / -4.4 eV
LUMO energy (alpha / beta) = 2.985 / 2.976 eV

Element x y z (Å)
1 C 3.259 -1.165 -1.809
2 C 0.191 0.336 0.271
3 C -1.014 0.028 -0.639
4 C -0.751 -0.296 -2.020
5 N 0.401 -0.813 -2.402
6 N -2.531 -2.007 -2.064
7 O 3.779 -0.682 -2.702
8 O 1.354 0.007 -2.268
9 O -2.741 -2.204 -0.881
10 O 3.004 -1.629 -0.795
11 O 0.460 -1.927 -2.916
12 O -3.053 -2.467 -3.083
13 F -1.788 1.193 -0.612
14 H 0.049 1.158 1.040
15 H 0.600 -0.549 0.775
16 H 1.126 0.604 -0.166
17 H -1.475 -0.780 -0.018

ORCA calculation (ωB97M-V/def2-TZVPD) on a 2-piece molecular cluster, C4H4FN3 overall in a non-equilibrium geometry.

Results
M = 113.1 g/mol
energy relative to the best compared isomer or geometry (same formula, charge and spin) = 2.977 eV
total charge = 0
spin multiplicity = 1
HOMO = -10.4 eV
LUMO energy = 0.217 eV

Element x y z (Å)
1 C -0.278 0.584 0.889
2 C -0.023 0.712 -0.546
3 C 0.621 -1.233 0.066
4 C -1.237 -3.063 -2.586
5 N -0.012 -0.624 1.172
6 N -0.749 -2.796 -3.583
7 N 0.488 -0.321 -1.069
8 F -1.769 -3.224 -1.414
9 H -0.688 1.299 1.574
10 H -0.374 1.535 -1.067
11 H 1.760 -1.112 0.480
12 H 0.356 -2.267 -0.041

ORCA calculation (ωB97M-V/def2-TZVPD) on one molecule with the formula C4H4FN3O2 in a non-equilibrium geometry.

Results
M = 145.1 g/mol
energy relative to the best compared isomer or geometry (same formula, charge and spin) = 4.535 eV
total charge = 0
spin multiplicity = 1
HOMO = -10.1 eV
LUMO energy = -0.081 eV

Element x y z (Å)
1 C -0.712 2.255 -0.449
2 C -1.681 1.556 -1.258
3 C -1.332 0.183 -1.107
4 C 0.504 -1.058 0.069
5 N 0.088 1.370 0.083
6 N -0.271 0.135 -0.321
7 N -2.676 2.073 -2.138
8 O -3.189 3.130 -1.741
9 O -3.002 1.430 -3.097
10 F -2.077 -0.867 -1.587
11 H -0.509 3.248 -0.469
12 H 1.033 -1.617 -0.792
13 H 1.427 -0.578 0.600
14 H -0.100 -1.678 0.546

ORCA calculation (ωB97M-V/def2-TZVPD) on one molecule with the formula C4H4FNS in a non-equilibrium geometry.

Results
M = 117.1 g/mol
energy relative to the best compared isomer or geometry (same formula, charge and spin) = 2.564 eV
total charge = 0
spin multiplicity = 1
HOMO = -8.7 eV
LUMO energy = 0.700 eV

Element x y z (Å)
1 C 1.537 -1.283 -0.270
2 C 0.925 -0.158 -0.091
3 C 2.596 1.045 0.093
4 C -0.382 0.554 -0.095
5 N 3.615 0.295 0.091
6 F 2.680 2.330 0.319
7 S 3.346 -1.337 -0.076
8 H 1.268 -2.360 -0.465
9 H -0.475 1.308 0.756
10 H -0.375 1.277 -0.884
11 H -1.140 -0.083 -0.265

ORCA calculation (ωB97M-V/def2-TZVPD) on one molecule with the formula C4H4FNS2 in a non-equilibrium geometry.

Results
M = 149.2 g/mol
energy relative to the best compared isomer or geometry (same formula, charge and spin) = 1.612 eV
total charge = 0
spin multiplicity = 1
HOMO = -9.0 eV
LUMO energy = -0.647 eV

Element x y z (Å)
1 C 2.550 0.153 -0.013
2 C 2.342 1.472 -0.164
3 C 1.633 -0.994 -0.128
4 C -2.158 -0.518 -0.041
5 H 3.127 2.154 -0.038
6 H 1.383 1.863 -0.441
7 H 2.127 -1.944 -0.230
8 H -2.039 -1.579 -0.163
9 N 0.368 -1.049 -0.147
10 F 3.795 -0.274 0.274
11 S -0.630 0.310 0.013
12 S -3.590 0.230 0.082

ORCA calculation (ωB97M-V/def2-TZVPD) on C4H4GdLiO5 as an isolated structure in a non-equilibrium geometry.

Results
M = 296.3 g/mol
energy relative to the best compared isomer or geometry (same formula, charge and spin) = 3.840 eV
⟨S²⟩ = 21.0439
total charge = +1
spin multiplicity = 9
HOMO (alpha / beta) = -8.4 / -11.6 eV
LUMO energy (alpha / beta) = -4.888 / -6.486 eV

Element x y z (Å)
1 O 1.412 0.695 -1.734
2 O -0.389 0.672 -0.423
3 C -0.456 0.190 0.934
4 C -0.294 1.393 1.859
5 O 0.852 2.104 1.596
6 C 0.425 0.044 -1.322
7 H -1.417 -0.328 1.074
8 H 0.363 -0.527 1.105
9 H -0.336 0.982 2.895
10 H -1.215 2.014 1.751
11 O -1.017 -1.706 -2.075
12 O 1.025 -2.270 -1.441
13 C 0.143 -1.338 -1.624
14 Li 1.259 2.148 -0.160
15 Gd -0.355 -4.073 -2.435